No. 1
A molecular structure, C46H36N6O3PPbSe. Source: the Open Molecules 2025 dataset; level of theory: ωB97M-V/def2-TZVPD.

CARTESIAN COORDINATES (ANGSTROEM)
Pb1 -0.149 -1.003 -0.446
Se1 -5.267 4.170 2.986
P1 -0.802 -1.109 -3.797
O1 0.713 -2.520 1.344
O2 0.612 -0.366 1.751
O3 -1.361 -3.828 -0.879
N1 1.936 0.552 3.886
N2 -1.253 -3.407 -2.192
N3 -5.147 2.399 2.956
N4 -3.867 4.400 1.918
N5 -2.227 -0.742 0.740
N6 -0.814 1.381 -0.277
C1 1.677 -0.441 -4.757
C2 -5.032 0.549 -3.971
C3 -0.604 -3.299 -7.177
C4 1.969 -3.410 5.207
C5 4.086 3.851 5.033
C6 4.093 1.457 4.688
C7 -4.390 -0.370 2.432
C8 6.137 2.568 5.664
C9 -4.127 2.102 2.189
C10 0.930 -1.553 2.108
C11 -0.113 2.379 -0.803
C12 4.886 0.183 4.589
C13 2.341 -1.075 5.614
C14 1.241 2.303 -4.478
C15 2.143 2.870 4.072
C16 -3.712 0.730 1.900
C17 -2.432 -0.391 -3.850
C18 -3.973 -1.636 2.104
C19 1.536 -3.111 3.922
C20 2.746 1.585 4.225
C21 -0.599 -4.618 -6.753
C22 -0.661 -4.906 -5.396
C23 -0.650 -2.272 -6.243
C24 -2.793 0.517 -4.852
C25 -2.268 2.965 0.757
C26 -1.532 4.007 0.190
C27 -0.733 -3.887 -4.455
C28 1.957 -0.784 4.310
C29 -0.441 3.714 -0.598
C30 -4.673 -0.347 -2.973
C31 0.443 0.037 -4.283
C32 -3.423 3.204 1.617
C33 -4.098 0.976 -4.908
C34 2.351 -2.385 6.062
C35 -1.878 1.652 0.498
C36 2.448 1.822 -4.980
C37 2.668 0.454 -5.112
C38 -3.372 -0.820 -2.908
C39 -2.623 0.512 1.062
C40 1.496 -1.801 3.461
C41 -2.885 -1.782 1.250
C42 0.245 1.418 -4.112
C43 -0.890 -4.267 -3.049
C44 -0.710 -2.558 -4.879
C45 4.733 2.614 5.126
C46 2.804 3.987 4.480
H1 2.644 -2.603 7.080
H2 1.224 0.747 3.183
H3 2.597 -0.263 6.281
H4 3.222 2.518 -5.272
H5 -1.013 -4.734 -0.794
H6 -0.561 -3.061 -8.231
H7 6.864 2.449 4.857
H8 -0.553 -5.422 -7.474
H9 -4.471 -2.515 2.489
H10 2.344 4.962 4.407
H11 1.127 2.924 3.700
H12 -0.696 1.792 -3.729
H13 -6.049 0.913 -4.027
H14 0.156 4.494 -1.048
H15 -2.076 0.848 -5.591
H16 1.080 3.368 -4.386
H17 -0.669 -5.937 -5.065
H18 3.609 0.091 -5.500
H19 1.206 -3.896 3.259
H20 6.278 1.740 6.357
H21 -5.231 -0.198 3.091
H22 -3.096 -1.542 -2.149
H23 4.607 4.735 5.377
H24 4.939 -0.346 5.541
H25 5.908 0.420 4.302
H26 6.375 3.491 6.187
H27 1.985 -4.436 5.546
H28 -2.538 -2.762 0.959
H29 -1.834 5.028 0.386
H30 4.482 -0.506 3.850
H31 -0.631 -1.246 -6.591
H32 -5.409 -0.688 -2.258
H33 -0.713 -5.309 -2.777
H34 -4.389 1.665 -5.690
H35 0.743 2.105 -1.409
H36 1.846 -1.505 -4.870

The charge is +3. The energy above the lowest of the compared OMol25 structures with the same formula, charge and spin is 0.0 kJ/mol. For the molar mass, the calculation gives 1038.0 g/mol. As for the orbital gap (alpha / beta): 0.197 / 0.228 Ha. The highest occupied orbital energy (alpha / beta) is -15.108 / -15.497 eV. Its total energy is -143229.0665 eV. The LUMO energy (alpha / beta) comes out at -9.755 / -9.299 eV.

No. 2
A molecular structure, C46H38ClN4PSSn. Source: the Open Molecules 2025 dataset; level of theory: ωB97M-V/def2-TZVPD.

CARTESIAN COORDINATES (ANGSTROEM)
Sn1 0.699 1.208 -0.925
Cl1 3.462 0.437 -3.337
S1 0.179 -0.687 -3.305
P1 2.290 -1.576 -0.920
N1 -0.233 3.731 -2.696
N2 -1.538 1.364 -2.315
N3 -2.012 -2.046 -2.601
N4 -2.207 0.201 -2.352
C1 -2.464 0.690 3.394
C2 0.349 -3.330 -0.104
C3 6.066 -2.544 -3.526
C4 -0.474 -4.446 -0.151
C5 3.249 -3.011 1.419
C6 -2.208 4.960 -2.221
C7 1.505 -4.095 -2.067
C8 2.042 2.267 1.451
C9 -2.233 2.449 -2.250
C10 -6.185 -1.367 2.103
C11 -4.987 -0.831 2.551
C12 -1.175 0.700 3.972
C13 4.523 -3.085 -1.778
C14 3.008 2.873 0.609
C15 -1.530 6.150 -2.412
C16 -3.725 2.401 -2.085
C17 0.825 2.973 1.294
C18 4.628 -1.932 3.078
C19 2.392 3.937 -0.071
C20 -6.427 -1.566 0.746
C21 3.189 -1.832 0.680
C22 -4.213 -0.696 0.278
C23 -1.430 -0.803 -2.706
C24 -1.598 0.098 1.185
C25 3.967 -3.060 2.609
C26 -0.622 0.131 0.430
C27 -0.304 -5.397 -1.149
C28 -3.477 1.351 4.125
C29 3.777 -1.921 -2.001
C30 -1.531 3.745 -2.371
C31 -0.930 1.287 5.202
C32 4.241 -1.062 -3.001
C33 -2.691 0.098 2.078
C34 4.570 -0.751 2.350
C35 5.645 -3.402 -2.521
C36 3.859 -0.704 1.160
C37 5.368 -1.376 -3.760
C38 -5.413 -1.232 -0.154
C39 -3.956 -0.447 1.653
C40 1.364 -3.154 -1.048
C41 -3.224 1.942 5.354
C42 0.684 -5.213 -2.109
C43 -0.190 6.120 -2.759
C44 1.041 3.996 0.342
C45 -1.952 1.906 5.918
C46 0.408 4.873 -2.876
H1 0.075 1.271 5.612
H2 -2.771 -2.086 -1.932
H3 -4.824 -0.730 3.616
H4 -0.951 -6.266 -1.195
H5 0.311 4.737 0.035
H6 1.462 4.786 -3.129
H7 -6.943 -1.646 2.829
H8 -4.026 2.462 5.871
H9 4.204 -3.755 -0.989
H10 -0.073 2.813 1.876
H11 -2.044 7.095 -2.284
H12 5.690 -0.686 -4.530
H13 3.786 0.229 0.607
H14 2.869 4.599 -0.785
H15 -0.363 0.248 3.414
H16 4.009 -3.984 3.174
H17 -3.974 2.375 -1.019
H18 -4.466 1.435 3.692
H19 -4.099 1.479 -2.522
H20 -1.262 -4.565 0.583
H21 2.720 -3.893 1.079
H22 -1.760 2.369 6.880
H23 -5.575 -1.382 -1.219
H24 -7.371 -1.976 0.403
H25 -3.251 4.971 -1.936
H26 0.378 7.029 -2.909
H27 2.240 -3.941 -2.844
H28 6.941 -2.778 -4.122
H29 2.221 1.486 2.180
H30 6.196 -4.312 -2.313
H31 5.164 -1.971 4.018
H32 -3.445 -0.431 -0.441
H33 0.183 -2.560 0.646
H34 -4.223 3.256 -2.545
H35 4.052 2.589 0.524
H36 0.804 -5.938 -2.907
H37 -1.346 -2.798 -2.543
H38 5.059 0.144 2.718

The charge is -2. The energy above the lowest of the compared OMol25 structures with the same formula, charge and spin is 29.3 kJ/mol. For the molar mass, the calculation gives 864.0 g/mol. As for the orbital gap: 0.152 Ha. The highest occupied orbital energy is -0.126 eV. Its total energy is -92755.6152 eV. The LUMO energy comes out at 4.010 eV.